Record 1
Formula: C21H38I2InN2O3S
Source: OMol25
Level of theory: ωB97M-V/def2-TZVPD

Each line ends with the Mulliken charge.
CARTESIAN COORDINATES (ANGSTROEM)
In 0.94 1.16 0.77  0.75
C 4.44 1.32 0.32  -0.65
O 3.35 1.21 1.26  -0.20
C 3.73 1.50 2.61  -0.36
C 2.75 0.79 3.51  -0.65
O 1.39 1.15 3.19  -0.43
C 0.83 2.28 3.87  -0.64
C 1.02 3.54 3.08  -0.35
O 0.50 3.30 1.76  -0.21
C 0.10 4.49 1.08  -0.60
H 5.21 0.60 0.56  0.30
H 4.03 1.11 -0.67  0.09
H 4.85 2.33 0.33  0.34
H 4.74 1.13 2.81  0.55
H 3.73 2.58 2.75  0.19
H 2.81 -0.28 3.35  0.27
H 2.97 1.01 4.56  0.44
H -0.24 2.06 3.96  0.27
H 1.24 2.38 4.87  0.43
H 0.49 4.37 3.56  0.55
H 2.07 3.82 2.99  0.17
H -0.72 4.97 1.62  0.30
H 0.93 5.19 0.99  0.34
H -0.23 4.20 0.08  0.03
C -1.75 2.55 -2.45  -2.82
C -1.22 1.13 -2.45  1.03
C 0.02 0.85 -3.08  1.51
C 0.66 1.92 -3.89  -2.01
C 0.69 -0.41 -2.97  0.73
C 2.02 -0.58 -3.66  -2.01
C 0.07 -1.42 -2.30  1.23
C 0.72 -2.74 -2.01  -2.59
C -1.34 -1.24 -1.92  1.58
C -2.08 -2.33 -1.56  -1.68
C -1.96 0.08 -1.97  0.71
C -3.40 0.22 -1.58  -2.02
H -2.40 2.73 -1.60  0.56
H -2.32 2.76 -3.36  0.46
H -0.93 3.27 -2.40  0.46
H 1.31 2.52 -3.24  0.20
H -0.07 2.61 -4.31  0.46
H 1.29 1.53 -4.68  0.47
H 2.51 -1.50 -3.38  0.36
H 2.69 0.25 -3.47  0.42
H 1.86 -0.62 -4.74  0.45
H 0.49 -3.47 -2.78  0.47
H 0.39 -3.14 -1.05  0.36
H 1.80 -2.65 -1.97  0.52
H -1.93 -2.58 -0.08  -0.01
H -1.73 -3.30 -1.90  0.54
H -3.16 -2.24 -1.61  0.40
H -3.77 1.22 -1.76  0.46
H -3.55 -0.02 -0.52  0.37
H -4.01 -0.46 -2.16  0.44
S -1.88 -2.62 1.39  -0.15
C -2.70 -4.12 1.78  0.43
N -2.45 -5.30 1.26  -0.10
C -3.23 -6.37 1.92  -0.41
C -4.13 -5.56 2.89  -0.40
N -3.64 -4.18 2.69  -0.09
H -1.68 -5.48 0.63  0.21
H -2.56 -7.04 2.44  0.31
H -3.80 -6.94 1.19  0.31
H -4.00 -5.87 3.92  0.31
H -5.18 -5.62 2.63  0.30
H -4.01 -3.38 3.17  0.20
I 2.94 4.60 -1.90  0.09
I 4.46 6.73 -2.33  0.01

The calculation puts the frontier orbital gap at 0.1602 hartree. The energy relative to the best compared isomer or geometry (same formula, charge and spin) is 63.9 kcal per mole. Its largest force on an atom is 3.2 eV Å⁻¹. Its HOMO energy is -15.17 eV. The net charge is +3.

Record 2
Formula: C21H39B3BrCl4Cs2F19ILiN4O17P2S2
Source: OMol25
Level of theory: ωB97M-V/def2-TZVPD

Each line ends with the Mulliken charge.
CARTESIAN COORDINATES (ANGSTROEM)
C 3.78 5.55 1.56  -0.81
S 2.76 4.23 0.84  1.48
O 2.81 4.37 -0.58  -0.57
O 1.42 4.38 1.38  -0.68
C 3.46 2.63 1.51  -0.31
Cl 3.18 2.86 3.32  -0.13
I 5.63 2.51 1.47  0.28
O 2.73 1.48 1.28  0.29
C 2.59 0.78 0.09  -0.08
Br 1.19 1.75 -1.00  0.29
C 1.82 -0.56 0.61  0.60
C 2.24 -1.06 1.99  -0.94
B 3.60 -1.91 2.19  0.80
O 4.65 -2.00 1.38  -0.45
O 3.67 -2.63 3.44  -0.39
N 0.39 -0.13 0.70  0.24
C -0.15 0.40 1.94  0.10
C -1.63 1.05 1.64  -0.28
C -2.71 0.35 2.51  -0.62
C -3.20 1.21 3.72  -1.23
N -2.16 1.92 4.45  -0.08
C -1.37 1.14 5.32  0.16
N -0.54 1.73 6.03  -0.61
N -1.48 -0.32 5.48  -0.92
S 1.76 -1.96 -0.62  0.86
O 1.08 -1.61 -1.86  -0.48
O 3.03 -2.49 -0.95  -0.59
C 0.81 -3.43 0.06  0.79
F 1.34 -3.96 1.17  -0.22
F 0.93 -4.32 -0.88  -0.16
C -0.71 -3.26 0.30  0.33
F -1.38 -2.75 -0.70  -0.19
F -1.20 -4.45 0.51  -0.24
F -0.97 -2.56 1.43  -0.28
P 3.94 0.62 -1.18  0.41
O 3.49 0.05 -2.45  -0.49
O 4.37 2.13 -1.56  -0.04
O 5.27 -0.12 -0.73  -0.46
H 4.47 5.85 0.75  0.23
H 4.41 5.21 2.38  0.30
H 3.16 6.42 1.78  0.38
H 2.28 -0.31 2.79  0.54
H 1.44 -1.75 2.30  -1.40
H 5.50 -1.81 1.81  0.32
H 3.94 -1.95 4.08  0.30
H -0.23 -0.60 0.06  0.73
H 0.41 1.22 2.40  0.06
H -0.34 -0.32 2.76  -0.35
H -1.86 0.79 0.57  -0.31
H -1.60 2.18 1.79  0.25
H -3.59 0.20 1.86  0.56
H -2.43 -0.65 2.86  0.10
H -3.94 1.92 3.34  0.33
H -3.76 0.59 4.44  0.31
H -1.60 2.50 3.85  0.34
H -0.04 1.07 6.61  0.28
H -0.89 -0.84 4.84  0.20
H -2.45 -0.67 5.49  0.67
H 4.98 2.05 -2.30  0.32
H 5.60 -0.71 -1.42  0.36
B 6.53 6.26 -1.08  0.44
F 5.63 6.95 -1.90  -0.40
F 6.25 6.57 0.29  -0.43
F 6.37 4.87 -1.26  -0.29
F 7.84 6.63 -1.38  -0.36
C -7.79 3.29 3.22  -0.68
O -6.67 3.28 2.32  -0.23
C -6.62 4.34 1.51  0.65
O -7.40 5.25 1.48  -0.52
O -5.54 4.22 0.73  -0.21
C -5.35 5.29 -0.20  -0.63
H -7.72 2.39 3.82  0.20
H -7.75 4.16 3.87  0.33
H -8.72 3.27 2.66  0.31
H -5.21 6.23 0.32  0.31
H -6.19 5.35 -0.89  0.31
H -4.45 5.06 -0.76  0.16
Cs -2.87 -2.13 6.41  1.08
C -0.61 -4.14 -5.19  -0.06
C -0.44 -2.74 -4.67  0.08
O -1.39 -2.00 -5.43  -0.42
C -2.35 -2.88 -5.85  0.68
O -3.37 -2.56 -6.36  -0.53
O -1.98 -4.16 -5.60  -0.36
H -0.42 -4.90 -4.43  0.34
H 0.02 -4.35 -6.06  0.06
H -0.69 -2.66 -3.61  -0.09
H 0.57 -2.36 -4.82  0.34
B -1.99 -1.29 12.08  0.62
F -0.69 -1.20 12.59  -0.39
F -1.93 -1.70 10.71  -0.43
F -2.73 -2.24 12.81  -0.39
F -2.63 -0.03 12.14  -0.41
C 0.67 -2.18 -8.31  0.78
Cl 1.75 -3.48 -7.80  -0.16
Cl 1.52 -0.64 -8.33  -0.15
Cl -0.03 -2.53 -9.89  -0.14
H -0.14 -2.11 -7.59  -0.38
Li 1.38 -2.93 3.48  0.93
Cs -1.03 1.48 -1.41  1.12
F 1.75 -7.25 2.58  -0.32
P 1.43 -7.46 4.18  0.95
F 3.01 -7.86 4.32  -0.32
F 1.40 -8.47 5.45  -0.31
F 0.14 -6.71 4.88  -0.34
F 1.95 -5.90 4.34  -0.29
F 0.35 -8.46 3.48  -0.32
C -0.53 -0.01 -13.12  -0.86
C -1.85 0.45 -12.52  -0.21
O -2.61 -0.65 -12.04  -0.49
H -0.71 -0.71 -13.94  0.26
H 0.05 0.83 -13.50  0.32
H 0.06 -0.54 -12.37  0.22
H -2.45 0.96 -13.27  0.28
H -1.67 1.15 -11.69  0.24
H -2.09 -1.09 -11.37  0.26

The calculation puts the frontier orbital gap at 0.2145 hartree. Its largest force on an atom is 14.5 eV Å⁻¹. Its HOMO energy is -9.99 eV.

Record 3
Formula: C21H39MoNOP2
Source: OMol25
Level of theory: ωB97M-V/def2-TZVPD

Each line ends with the Mulliken charge.
CARTESIAN COORDINATES (ANGSTROEM)
Mo -0.06 -0.89 0.62  -1.22
P -2.03 0.21 -0.97  1.24
P 1.92 -0.67 2.25  2.06
N 0.56 -1.36 -0.93  -0.39
H -0.88 3.94 1.67  0.47
C -1.63 1.74 -1.92  -1.01
H -2.54 2.09 -2.44  0.37
H -0.85 1.52 -2.66  0.35
H -1.28 2.51 -1.23  0.10
C -3.75 0.63 -0.48  -1.17
H -4.31 0.91 -1.38  0.39
H -3.72 1.46 0.23  0.23
H -4.22 -0.25 -0.01  0.34
C -2.38 -0.88 -2.42  -1.24
H -3.26 -0.47 -2.96  0.43
H -2.60 -1.90 -2.08  0.32
H -1.52 -0.90 -3.10  0.34
C 3.59 -0.06 1.82  -1.47
H 4.22 -0.02 2.72  0.39
H 3.54 0.94 1.36  0.37
H 4.05 -0.76 1.10  0.44
C 1.99 -1.19 4.00  -1.40
H 3.00 -1.04 4.40  0.42
H 1.77 -2.27 4.02  0.45
H 1.24 -0.68 4.62  0.27
C 1.80 -2.30 1.42  -1.65
H 2.00 -3.03 2.21  0.57
H 2.57 -2.38 0.65  0.52
H 0.78 -2.59 1.00  0.35
C 0.83 -2.16 -2.01  0.01
C 1.89 -2.50 -4.15  -0.48
C 1.56 -1.65 -3.10  -0.36
C 0.37 -3.50 -2.01  0.05
C 0.73 -4.34 -3.06  -0.66
C 1.49 -3.84 -4.13  -0.36
H 2.48 -2.12 -4.99  0.35
H 1.83 -0.59 -3.08  0.39
H -0.27 -3.82 -1.18  0.38
H 0.40 -5.38 -3.03  0.36
H 1.76 -4.51 -4.94  0.37
C -0.99 2.72 2.04  0.63
O -1.54 2.05 1.10  -0.43
C -1.01 4.95 0.92  -2.09
H -1.51 5.78 1.43  0.40
H -1.69 4.63 0.11  0.34
H -0.06 5.27 0.49  0.34
C -2.03 2.81 3.23  -1.71
H -1.80 3.57 3.97  0.37
H -2.09 1.84 3.71  0.37
H -3.01 3.01 2.79  0.50
C 0.37 2.07 5.04  -1.56
C 1.04 2.53 3.73  2.70
C 0.99 4.05 3.56  -1.86
C 2.51 2.15 3.86  -1.73
C 0.34 1.87 2.52  0.67
C 0.67 0.66 1.99  -0.95
H 0.98 2.35 5.90  0.42
H 0.27 0.98 5.04  0.08
H -0.62 2.50 5.18  0.43
H 1.51 4.56 4.38  0.47
H 1.51 4.35 2.63  0.34
H -0.02 4.45 3.52  0.30
H 2.62 1.11 4.15  0.19
H 3.07 2.34 2.94  0.29
H 2.98 2.74 4.67  0.55

The calculation puts the frontier orbital gap (alpha / beta) at 0.1665 / 0.2195 hartree. The energy relative to the best compared isomer or geometry (same formula, charge and spin) is 61.7 kcal per mole. As for the spin multiplicity: 3. Its largest force on an atom is 9.8 eV Å⁻¹. Its HOMO energy (alpha / beta) is -5.00 / -6.10 eV.